Record 1
ORCA calculation (ωB97M-V/def2-TZVPD) on a cluster of 2 separate species, C4H8N2O in total in a non-equilibrium geometry.

E_HOMO: -8.68 eV
Kohn-Sham gap: 0.3460 Ha
structure (SMILES): CC=C=N.C=NO
energy above the lowest of the compared OMol25 structures with the same formula, charge and spin: 134.5 kcal/mol

The geometry in ORCA input format:
```
! RIJCOSX wB97M-V def2-TZVPD def2/J DEFGRID3
* xyz 0 1
C -0.40287 0.10824 0.25738
C -2.07230 -0.28793 -1.48856
C -1.09598 -0.73543 -0.42536
C 1.47637 0.82467 -1.38126
N -0.03429 0.99863 0.98441
N 2.37323 0.38716 -0.61047
O 2.67690 1.00032 0.58593
H -3.07709 0.12406 -1.20388
H -1.70799 0.62367 -2.01383
H -2.24942 -1.24414 -2.14732
H -0.87932 -1.72070 -0.34930
H 1.83593 1.47817 0.79032
H 0.79042 1.69568 -1.25240
H 1.55444 0.46150 -2.46504
H -0.44497 1.21763 1.96478
*
```

Record 2
ORCA calculation (ωB97M-V/def2-TZVPD) on an isolated molecule of C3H6N2O.

E_HOMO: -9.22 eV
Kohn-Sham gap: 0.3771 Ha
structure (SMILES): ON=C1CNC1
energy above the lowest of the compared OMol25 structures with the same formula, charge and spin: 83.7 kcal/mol

The geometry in ORCA input format:
```
! RIJCOSX wB97M-V def2-TZVPD def2/J DEFGRID3
* xyz 0 1
O 2.21383 -0.61929 1.05662
N 1.57612 0.48698 0.49521
C 0.44892 0.19637 0.00825
C -0.64760 1.11761 -0.45566
N -1.59435 -0.01755 -0.28391
C -0.48473 -0.98308 -0.06730
H 2.80888 -0.18997 1.68685
H -0.53609 1.52131 -1.47125
H -0.82272 1.93787 0.24824
H -2.14661 -0.21436 -1.11063
H -0.24612 -1.61784 -0.92993
H -0.56954 -1.61804 0.82351
*
```

Record 3
ORCA calculation (ωB97M-V/def2-TZVPD) on an isolated molecule of C4H8O2 in a non-equilibrium geometry.

E_HOMO: -9.40 eV
Kohn-Sham gap: 0.3863 Ha
structure (SMILES): C1COCCO1
energy above the lowest of the compared OMol25 structures with the same formula, charge and spin: 39.9 kcal/mol

The geometry in ORCA input format:
```
! RIJCOSX wB97M-V def2-TZVPD def2/J DEFGRID3
* xyz 0 1
C -0.79084 -1.11902 -0.12829
C -1.36696 0.29444 -0.09937
O -0.38665 1.17443 -0.63653
C 0.79978 1.12834 0.13377
C 1.33100 -0.29910 0.21667
O 0.34348 -1.19364 0.71352
H -1.44697 -1.97992 -0.01429
H -0.54676 -1.33564 -1.18495
H -2.22935 0.32788 -0.76462
H -1.67171 0.68095 0.89169
H 0.61036 1.52215 1.14589
H 1.52845 1.78379 -0.35901
H 2.20353 -0.35281 0.87639
H 1.62263 -0.63185 -0.79086
*
```

Record 4
ORCA calculation (ωB97M-V/def2-TZVPD) on a structure of composition C18H21AuN2O3S2.

E_HOMO: -8.04 eV
Kohn-Sham gap: 0.3041 Ha
energy above the lowest of the compared OMol25 structures with the same formula, charge and spin: 0.0 kcal/mol

The geometry in ORCA input format:
```
! RIJCOSX wB97M-V def2-TZVPD def2/J DEFGRID3
* xyz 0 1
Au -0.94665 1.04855 0.24185
O 2.28016 0.92363 0.58342
C 2.50872 1.77450 -0.53492
C 2.37221 3.25019 -0.18624
C 0.96673 3.65769 0.27980
C -0.02993 3.69767 -0.84642
C -0.02185 4.75890 -1.74536
C -0.91075 4.78203 -2.80105
C -1.80421 3.73153 -2.94652
C -1.76788 2.70664 -2.02966
N -0.90869 2.69150 -0.99773
H 3.00576 1.02915 1.20712
H 1.77186 1.48671 -1.28590
H 3.49745 1.58842 -0.96581
H 2.65900 3.84072 -1.06152
H 3.08412 3.49999 0.60673
H 1.01378 4.65353 0.72532
H 0.62033 2.96584 1.04876
H 0.69278 5.55802 -1.60075
H -0.90737 5.60546 -3.50287
H -2.51504 3.69420 -3.75884
H -2.42591 1.85424 -2.10787
S 0.28736 0.41290 -3.30586
C 0.81687 -0.85201 -2.37296
N 0.09805 -1.62249 -1.57048
C 0.76610 -2.74371 -0.93226
C 2.23131 -2.34739 -0.83964
S 2.50900 -1.33314 -2.32261
H -0.88505 -1.44074 -1.36857
H 0.64371 -3.64525 -1.54104
H 0.32781 -2.92827 0.04688
H 2.89272 -3.21031 -0.84512
H 2.42538 -1.73699 0.04213
O -0.96725 -0.55514 1.50059
C -1.67806 -1.55943 1.11407
O -2.26099 -1.64675 0.02907
C -1.72128 -2.70743 2.08549
C -0.92605 -2.71467 3.22663
C -0.96331 -3.79720 4.09237
C -1.80006 -4.87234 3.82450
C -2.59826 -4.86552 2.68824
C -2.55611 -3.78717 1.81843
H -0.28642 -1.86467 3.42174
H -0.34228 -3.80268 4.97903
H -1.83099 -5.71562 4.50281
H -3.25324 -5.70205 2.48111
H -3.16358 -3.76104 0.92393
*
```

Record 5
ORCA calculation (ωB97M-V/def2-TZVPD) on a cluster of 2 separate species, C6H6N2O in total in a non-equilibrium geometry.

E_HOMO: -9.68 eV
Kohn-Sham gap: 0.3220 Ha
energy above the lowest of the compared OMol25 structures with the same formula, charge and spin: 83.3 kcal/mol

The geometry in ORCA input format:
```
! RIJCOSX wB97M-V def2-TZVPD def2/J DEFGRID3
* xyz 0 1
C -2.23650 0.90739 0.15068
C -1.59354 -0.42315 -0.19502
C -0.16178 -0.19087 -0.21311
C 0.48369 -1.37805 -0.14001
C 2.55442 -0.39006 -0.00619
C 1.78525 0.89655 -0.30592
H -1.73307 1.19378 1.11546
H -3.31106 0.47885 0.56310
H -2.22559 1.64241 -0.55874
H -0.12593 -2.31596 -0.07916
H 3.73818 -0.03390 0.74288
H 2.62560 1.70498 -0.48005
N 1.82500 -1.55313 0.04005
N 0.47217 1.04194 -0.33706
O -2.09682 -1.58079 -0.29692
*
```

Record 6
ORCA calculation (ωB97M-V/def2-TZVPD) on a structure of composition C22H48N8O3P2S in a non-equilibrium geometry.

E_HOMO: -7.93 eV
Kohn-Sham gap: 0.2552 Ha

The geometry in ORCA input format:
```
! RIJCOSX wB97M-V def2-TZVPD def2/J DEFGRID3
* xyz 0 1
C -5.24070 3.04198 6.76749
C -4.97852 1.91578 7.77693
C -6.10565 0.88575 7.78480
O -5.89273 -0.17168 8.71466
C -5.52881 -1.40142 8.10690
C -4.31438 -1.27151 7.18425
C -3.07619 -1.15574 7.72494
C -1.93902 -0.98865 6.85766
C -2.05639 -0.94862 5.50561
C -3.35259 -1.07265 4.93476
N -3.70955 -1.02943 3.64781
S -5.29610 -1.18547 3.55550
N -5.67917 -1.33012 5.13189
C -4.51680 -1.24117 5.76482
H -4.37369 3.70865 6.81237
H -6.14325 3.61332 6.99135
H -5.24624 2.65844 5.74384
H -4.78141 2.28655 8.78568
H -4.04465 1.44077 7.45385
H -6.36174 0.54308 6.77858
H -6.98980 1.42758 8.15100
H -6.36958 -1.89676 7.61165
H -5.20351 -2.05801 8.91979
H -2.91066 -1.14811 8.79518
H -0.94841 -0.88618 7.28710
H -1.19094 -0.81018 4.86894
O -0.67537 2.39656 1.99771
P -0.09275 1.75199 0.75787
N -1.29970 0.54591 0.47748
C -1.58358 -0.45029 1.50062
C -2.54890 1.14073 0.02130
N 1.35941 1.16010 1.45539
C 1.71184 -0.23377 1.56708
C 1.89947 1.91544 2.57739
N 0.62452 1.48834 -0.85315
C 0.88309 2.75769 -1.55237
C 0.15498 0.49890 -1.81220
H -2.37363 -1.12394 1.16467
H -1.89674 -0.00762 2.44599
H -0.71887 -1.08903 1.68096
H -2.35779 1.86571 -0.77914
H -3.07376 1.66495 0.82933
H -3.20837 0.37375 -0.39210
H 1.26878 -0.69672 2.45953
H 2.79822 -0.34545 1.64115
H 1.41115 -0.80648 0.68888
H 1.40487 1.65951 3.52438
H 1.78391 2.98496 2.41720
H 2.96995 1.72084 2.68109
H -0.04340 3.22515 -1.90458
H 1.54490 2.60485 -2.40606
H 1.38196 3.46126 -0.87733
H -0.81573 0.75944 -2.25118
H 0.08582 -0.49233 -1.37498
H 0.88774 0.43086 -2.62303
O 3.24081 -0.01579 -4.78010
P 3.82621 -0.29404 -6.16234
N 2.60401 -1.47897 -6.54935
C 2.36044 -2.59997 -5.65395
C 1.33581 -0.84297 -6.87867
N 5.30732 -0.95474 -5.60098
C 5.67323 -2.34830 -5.67177
C 5.88691 -0.33558 -4.41609
N 4.47281 -0.58124 -7.82580
C 4.76478 0.68136 -8.52327
C 3.92925 -1.53560 -8.78337
H 1.55881 -3.22450 -6.05628
H 2.07580 -2.28760 -4.64282
H 3.23093 -3.24969 -5.58616
H 1.49354 -0.01992 -7.58673
H 0.84055 -0.43032 -5.99131
H 0.66314 -1.55631 -7.36129
H 5.26840 -2.91694 -4.82467
H 6.76221 -2.45608 -5.65317
H 5.34220 -2.81565 -6.59916
H 5.43025 -0.71054 -3.49090
H 5.75889 0.74450 -4.44032
H 6.96155 -0.52962 -4.37690
H 3.84948 1.19397 -8.83683
H 5.38736 0.50893 -9.40258
H 5.31958 1.35363 -7.86018
H 2.95872 -1.23524 -9.19345
H 3.83250 -2.52663 -8.35257
H 4.63296 -1.62369 -9.61826
*
```

Record 7
ORCA calculation (ωB97M-V/def2-TZVPD) on a structure of composition C39H48CuP2Si in a non-equilibrium geometry.

E_HOMO (alpha / beta): -6.79 / -6.79 eV
Kohn-Sham gap (alpha / beta): 0.2638 / 0.2446 Ha
⟨S²⟩: 0.7535
energy above the lowest of the compared OMol25 structures with the same formula, charge and spin: 9.6 kcal/mol

The geometry in ORCA input format:
```
! RIJCOSX wB97M-V def2-TZVPD def2/J DEFGRID3
* xyz 0 2
Cu -2.89226 1.04093 -1.13232
C 5.26254 -0.15818 1.02899
C 4.10629 -0.36188 0.38320
C 3.38850 -1.65017 0.67162
C 2.27678 -1.46647 1.72270
C 2.58180 -0.88469 3.08318
C 3.73220 -1.04366 3.73272
C 4.92608 -1.80656 3.19243
C 5.79894 -0.91862 2.24291
C -1.31866 1.50404 0.20353
H 5.91717 0.67106 0.69034
H 3.68976 0.31710 -0.39506
H 4.11986 -2.40644 1.00054
H 2.94817 -2.05379 -0.25263
H 1.53898 -0.77902 1.28161
H 1.77531 -2.44954 1.77835
H 1.72682 -0.36807 3.55054
H 3.87147 -0.57480 4.70439
H 4.64284 -2.78478 2.76418
H 5.56085 -2.02725 4.08195
H 6.30552 -0.20025 2.90243
H 6.59131 -1.56688 1.87581
H -1.07406 2.13420 -0.64908
H -0.54702 0.70832 0.32549
H -1.37020 2.09793 1.15178
P -2.80393 0.11541 -3.17641
P -4.58433 -0.08440 -0.62645
C -3.26425 -1.52184 -2.55159
C -4.17927 -1.59238 -1.55251
C -3.40563 -0.10729 -4.94045
C -3.56118 -1.38617 -5.49525
C -3.93823 -1.55445 -6.83113
C -4.18181 -0.43701 -7.63168
C -4.03853 0.84873 -7.08914
C -3.65649 1.01659 -5.75247
C -1.01103 -0.18198 -3.40091
C -0.37699 -0.20032 -2.16496
C 1.01346 -0.27931 -2.06576
C 1.74303 -0.58046 -3.22435
C 1.11756 -0.64119 -4.47363
C -0.26171 -0.38496 -4.57390
C -6.38256 -0.21083 -0.59314
C -7.07226 -0.25341 -1.82882
C -8.39861 -0.67733 -1.85557
C -9.04877 -1.04645 -0.67251
C -8.36238 -0.99961 0.54626
C -7.03638 -0.56915 0.59748
C -3.98459 -0.38920 1.06833
C -3.96594 0.62027 2.05137
C -3.71862 0.28938 3.38410
C -3.45519 -1.03582 3.73025
C -3.42219 -2.02289 2.75271
C -3.63163 -1.69294 1.41136
H -2.76236 -2.38268 -2.99780
H -4.70781 -2.49250 -1.23280
H -3.37981 -2.27097 -4.88439
H -4.04133 -2.56493 -7.23348
H -4.48516 -0.56640 -8.67433
H -4.22198 1.72469 -7.70975
H -3.53396 2.01382 -5.32228
H -0.95283 -0.24564 -1.23811
H 1.48866 -0.07749 -1.11718
H 2.81884 -0.74057 -3.13309
H 1.68921 -0.92957 -5.37157
H -0.74183 -0.37771 -5.54715
H -6.53862 -0.01656 -2.75301
H -8.92097 -0.73230 -2.80886
H -10.08424 -1.39006 -0.70520
H -8.85934 -1.31242 1.46153
H -6.48715 -0.56052 1.54599
H -4.20436 1.64719 1.78567
H -3.73916 1.06040 4.14511
H -3.28493 -1.30686 4.78374
H -3.30026 -3.07175 3.02022
H -3.66273 -2.47576 0.65739
C 7.38228 4.66884 4.13899
Si 6.86058 2.97159 3.58094
C 8.20068 2.36790 2.33442
C 6.88448 1.77580 5.07748
C 5.18741 2.94457 2.84140
H 8.40344 4.73298 4.52609
H 6.70008 5.00692 4.92149
H 7.29897 5.36038 3.29782
H 9.18224 2.73981 2.69119
H 8.22535 1.26419 2.24061
H 8.00738 2.79993 1.33719
H 6.19107 2.15706 5.84420
H 6.57518 0.74544 4.82757
H 7.88959 1.73243 5.53476
H 4.85114 3.48226 1.93228
H 4.38170 2.30496 3.22206
*
```

Record 8
ORCA calculation (ωB97M-V/def2-TZVPD) on an isolated molecule of C2H5N5 in a non-equilibrium geometry.

E_HOMO: -9.26 eV
Kohn-Sham gap: 0.3631 Ha
structure (SMILES): CNc1nnn[nH]1
energy above the lowest of the compared OMol25 structures with the same formula, charge and spin: 54.2 kcal/mol

The geometry in ORCA input format:
```
! RIJCOSX wB97M-V def2-TZVPD def2/J DEFGRID3
* xyz 0 1
C -1.50121 0.08446 -2.00900
C 0.07077 -0.10199 -0.18842
H -2.20694 -0.78486 -1.91021
H -1.42477 0.14602 -3.10183
H -1.80098 1.08318 -1.49712
H 0.38507 -0.88989 -2.15117
H 2.32281 -0.43772 0.05545
N -0.12451 -0.22979 -1.57738
N -0.76998 0.30748 0.74087
N 0.00987 0.37652 1.86864
N 1.20860 0.00404 1.68570
N 1.29137 -0.31703 0.39494
*
```

So what do the calculations give for calculated total energy? Going down the list: -341.7893, -302.5596, -307.6489, -1965.8645, -416.8410, -2611.5466, -4127.3639, -352.9284 a.u..
So what do the calculations give for molar mass? Going down the list: 100.1, 86.1, 88.1, 574.5, 122.1, 566.7, 670.4, 99.1 u.